[1]
{"formula": "C6H5O4S2", "method": "the ωB97M-V functional and the def2-TZVPD basis", "symbols": ["C", "C", "C", "C", "C", "C", "O", "O", "O", "O", "S", "S", "H", "H", "H", "H", "H"], "coordinates": [[-0.338829, 0.631537, -0.602969], [0.884433, 0.187612, -0.919635], [-0.986486, 0.197546, 0.580542], [1.505982, -0.858377, -0.147989], [-0.332535, -0.671518, 1.468149], [0.812279, -1.223882, 0.956725], [4.941263, 0.070290, -0.412094], [5.195796, -1.987146, -1.632124], [4.492306, -1.924043, 2.308087], [4.123467, -3.747922, 0.730160], [5.596492, -1.256766, -0.416406], [3.853787, -2.408099, 1.093556], [-1.045885, 1.294447, -1.112886], [1.561727, 0.641924, -1.687144], [-2.053844, 0.424484, 0.702236], [2.470903, -1.101376, -0.456402], [-0.695422, -1.226872, 2.349953]], "forces_ev_per_angstrom": [[-3.4, 0.6, 1.6], [3.2, -0.7, -0.6], [-0.1, -0.8, 0.3], [-2.1, 2.5, -0.8], [-0.4, -1.3, -0.7], [1.2, -0.1, 0.3], [0.7, 0.1, 0.5], [0.8, -0.4, 0.0], [-0.2, 0.0, 0.8], [0.3, -3.0, -0.6], [-1.8, 0.6, -1.2], [0.4, 2.3, 0.9], [1.1, 0.1, -0.7], [-1.1, -0.5, 0.4], [0.6, 0.3, 0.3], [1.2, -0.8, -0.2], [-0.5, 1.1, -0.3]], "nbo_charge": [-0.27, -0.18, -0.20, -0.31, -0.35, 0.15, -0.97, -0.95, -0.95, -0.94, 1.36, 1.48, 0.21, 0.23, 0.20, 0.25, 0.23], "e_above_lowest_kj_mol": 319.3, "lumo_energy_ev": [2.551, 3.219], "multiplicity": 1, "charge": -1, "homo_lumo_gap_ev": [5.592, 9.092]}


[2]
{"formula": "C16H12IrN5O7S", "method": "the ωB97M-V functional and the def2-TZVPD basis", "symbols": ["Ir", "S", "C", "C", "C", "C", "C", "C", "C", "C", "C", "N", "H", "H", "H", "H", "H", "H", "O", "C", "O", "C", "C", "C", "C", "C", "C", "O", "N", "O", "O", "N", "O", "O", "H", "H", "N", "N", "H", "H", "H", "H"], "coordinates": [[-0.047001, 1.158244, -0.399338], [-2.084824, -0.312456, -4.080557], [-0.480092, 0.145017, -4.475771], [0.221140, 0.620424, -3.410838], [-0.568128, 0.621741, -2.226825], [-1.837167, 0.145003, -2.443396], [-2.683604, 0.078574, -1.271919], [-3.962910, -0.439429, -1.148833], [-4.566486, -0.446546, 0.093989], [-3.882322, 0.060127, 1.191835], [-2.610779, 0.560468, 1.001429], [-2.030506, 0.586930, -0.200392], [-0.135711, 0.029848, -5.491443], [1.245766, 0.956439, -3.462832], [-4.459257, -0.850892, -2.016827], [-5.559614, -0.859130, 0.210595], [-4.315975, 0.048924, 2.180498], [-2.017755, 0.939464, 1.822724], [3.957279, 1.413926, 0.067673], [2.830264, 1.031462, 0.251068], [1.785859, 1.786369, -0.122408], [2.558403, -0.236933, 1.004498], [3.571427, -0.677565, 1.844152], [3.415805, -1.821855, 2.598889], [2.247827, -2.565742, 2.550026], [1.245473, -2.119133, 1.726948], [1.364045, -0.986596, 0.895239], [0.424124, -0.734105, 0.031998], [-0.028814, -2.841111, 1.751699], [0.005212, -4.051469, 1.685992], [-1.038745, -2.174713, 1.886650], [4.494298, -2.259559, 3.485010], [5.501850, -1.582742, 3.531185], [4.311581, -3.271806, 4.135962], [4.492638, -0.114718, 1.893473], [2.119798, -3.454874, 3.149420], [-0.480055, 3.633189, -2.124909], [-0.370752, 3.235150, -0.743638], [-0.922563, 4.542568, -2.185990], [-1.053226, 2.944391, -2.595047], [-1.145013, 3.609101, -0.199915], [0.488513, 3.654016, -0.390074]], "forces_ev_per_angstrom": [[-0.6, 0.3, -0.2], [-0.1, 0.0, 0.0], [0.0, 0.0, -0.1], [-0.1, 0.0, 0.0], [0.3, 0.1, 0.0], [0.1, 0.1, 0.2], [0.3, 0.0, -0.2], [-0.1, -0.1, 0.0], [0.0, 0.0, 0.0], [0.0, 0.0, 0.0], [-0.1, -0.1, 0.0], [0.1, 0.0, 0.2], [0.0, 0.0, 0.0], [0.0, 0.0, 0.0], [0.0, 0.0, 0.0], [0.0, 0.0, 0.0], [0.0, 0.0, 0.0], [0.0, 0.0, 0.0], [0.1, 0.0, 0.0], [-0.3, 0.4, -0.2], [0.6, -0.2, 0.1], [0.1, -0.2, 0.1], [0.0, 0.1, -0.1], [-0.1, -0.1, 0.0], [0.0, 0.0, 0.0], [0.1, -0.1, 0.0], [0.1, 0.2, -0.2], [-0.3, -0.2, 0.2], [-0.1, 0.1, 0.1], [0.0, 0.0, 0.0], [0.0, -0.1, 0.0], [0.0, 0.0, 0.1], [0.0, 0.0, 0.0], [0.0, 0.0, 0.0], [0.0, 0.0, 0.0], [0.0, 0.0, 0.0], [0.0, 0.0, 0.1], [-0.1, -0.2, -0.1], [0.0, 0.0, 0.0], [0.0, 0.0, 0.0], [0.0, -0.1, 0.0], [0.1, -0.1, 0.0]], "nbo_charge": [1.02, 0.45, -0.38, -0.30, -0.04, -0.37, 0.22, -0.24, -0.13, -0.26, 0.08, -0.41, 0.24, 0.25, 0.23, 0.23, 0.24, 0.22, -0.58, 0.78, -0.77, -0.29, -0.09, -0.05, -0.13, -0.06, 0.47, -0.70, 0.54, -0.36, -0.38, 0.54, -0.38, -0.39, 0.27, 0.27, -0.64, -0.59, 0.35, 0.37, 0.37, 0.41], "e_above_lowest_kj_mol": 0.0, "lumo_energy_ev": -0.493, "multiplicity": 1, "homo_lumo_gap_ev": 8.073}